Arrangement i

Formula: C34H29BrN6O6P2S6Y
Source: the OMol25 dataset
Level of theory: wB97M-V/def2-TZVPD

**Net charge**: -1
**E_HOMO**: -4.25 eV
**Frontier orbital gap**: 5.51 eV
**LUMO energy**: 1.259 eV

Geometry (Å):
1 Y 0.406 -0.431 0.820
2 C 3.411 2.310 1.554
3 P 2.476 1.095 2.552
4 C 3.842 0.302 3.473
5 C 1.769 2.164 3.881
6 C 0.634 1.405 4.584
7 P -0.776 1.194 3.414
8 C -1.459 2.909 3.422
9 C -2.025 0.387 4.485
10 H 4.094 2.900 2.169
11 H 2.713 2.969 1.037
12 H 3.985 1.768 0.801
13 H 4.502 1.057 3.906
14 H 4.414 -0.328 2.792
15 H 3.442 -0.330 4.269
16 H 1.388 3.076 3.414
17 H 2.553 2.463 4.582
18 H 0.303 1.918 5.491
19 H 0.966 0.401 4.867
20 H -1.570 3.298 4.437
21 H -2.439 2.903 2.940
22 H -0.819 3.580 2.848
23 H -2.178 0.939 5.414
24 H -1.689 -0.626 4.706
25 H -2.971 0.330 3.944
26 O 4.722 -3.897 5.443
27 C 3.954 -3.477 4.611
28 S 2.279 -3.028 4.952
29 C 1.838 -2.501 3.328
30 C 2.807 -2.559 2.392
31 S 2.670 -2.089 0.724
32 S 4.367 -3.190 2.925
33 S 0.174 -2.032 3.093
34 S -7.319 -0.638 -1.525
35 N -6.355 0.633 -1.259
36 C -5.200 0.157 -0.835
37 C -4.035 0.943 -0.483
38 C -3.984 2.330 -0.626
39 C -2.821 2.983 -0.302
40 C -1.738 2.239 0.164
41 N -1.772 0.923 0.302
42 C -2.900 0.274 -0.023
43 C -2.874 -1.196 0.061
44 N -1.728 -1.769 0.458
45 C -1.636 -3.090 0.469
46 C -2.689 -3.925 0.102
47 C -3.876 -3.352 -0.289
48 C -3.979 -1.962 -0.317
49 C -5.173 -1.267 -0.756
50 N -6.307 -1.834 -1.121
51 H -4.852 2.854 -1.006
52 H -2.718 4.052 -0.425
53 H -0.798 2.722 0.387
54 H -0.685 -3.497 0.791
55 H -2.560 -4.997 0.127
56 H -4.726 -3.950 -0.590
57 Br 4.853 -1.187 -3.157
58 C 3.570 0.200 -3.293
59 C 3.300 0.764 -4.529
60 N 2.396 1.725 -4.692
61 C 1.751 2.164 -3.614
62 C 1.961 1.653 -2.338
63 C 2.882 0.627 -2.174
64 C 1.222 2.223 -1.156
65 O 0.887 3.402 -1.170
66 O 1.033 1.420 -0.170
67 H 3.815 0.417 -5.417
68 H 1.025 2.952 -3.760
69 H 3.043 0.170 -1.204
70 O -1.539 1.510 -4.140
71 S -1.694 0.125 -3.786
72 O -3.000 -0.459 -3.967
73 N -1.163 -0.154 -2.268
74 C -0.113 -0.947 -2.264
75 O 0.520 -1.314 -1.238
76 C 0.329 -1.410 -3.614
77 C 1.377 -2.259 -3.914
78 C 1.627 -2.530 -5.254
79 C 0.846 -1.954 -6.254
80 C -0.213 -1.108 -5.943
81 C -0.456 -0.864 -4.608
82 H 1.985 -2.678 -3.122
83 H 2.449 -3.181 -5.521
84 H 1.070 -2.167 -7.292
85 H -0.822 -0.656 -6.714

***

Arrangement ii

Formula: C34H29BrN6O6P2S6Y
Source: the OMol25 dataset
Level of theory: wB97M-V/def2-TZVPD

**Net charge**: -1
**E_HOMO**: -4.22 eV
**Frontier orbital gap**: 5.49 eV
**LUMO energy**: 1.274 eV

Geometry (Å):
1 Y 1.347 -0.849 -0.150
2 C 0.313 -2.416 -3.994
3 P 1.716 -1.760 -3.007
4 C 2.966 -3.061 -3.277
5 C 2.327 -0.419 -4.101
6 C 1.425 0.814 -4.014
7 P 0.969 1.371 -2.297
8 C 1.992 2.874 -2.081
9 C -0.640 2.157 -2.695
10 H 0.654 -2.794 -4.960
11 H -0.433 -1.636 -4.160
12 H -0.168 -3.220 -3.435
13 H 3.062 -3.303 -4.338
14 H 2.677 -3.949 -2.715
15 H 3.925 -2.721 -2.885
16 H 2.388 -0.778 -5.133
17 H 3.335 -0.180 -3.762
18 H 0.475 0.612 -4.517
19 H 1.877 1.663 -4.536
20 H 1.863 3.544 -2.934
21 H 3.043 2.601 -1.984
22 H 1.661 3.384 -1.175
23 H -0.533 2.772 -3.593
24 H -0.946 2.801 -1.872
25 H -1.418 1.412 -2.868
26 O 8.205 -3.143 -1.340
27 C 7.094 -2.741 -1.091
28 S 5.841 -3.703 -0.305
29 C 4.571 -2.482 -0.303
30 C 4.889 -1.294 -0.845
31 S 3.837 0.094 -1.001
32 S 6.518 -1.119 -1.486
33 S 3.036 -2.963 0.367
34 S -1.125 1.893 6.834
35 N -1.198 0.398 6.221
36 C -0.474 0.406 5.115
37 C -0.254 -0.729 4.238
38 C -0.768 -2.006 4.486
39 C -0.496 -3.014 3.597
40 C 0.259 -2.723 2.458
41 N 0.727 -1.513 2.204
42 C 0.503 -0.527 3.087
43 C 1.117 0.780 2.795
44 N 1.864 0.866 1.680
45 C 2.485 2.009 1.432
46 C 2.367 3.137 2.241
47 C 1.567 3.072 3.354
48 C 0.942 1.862 3.656
49 C 0.109 1.673 4.829
50 N -0.180 2.596 5.728
51 H -1.367 -2.171 5.373
52 H -0.876 -4.015 3.738
53 H 0.458 -3.484 1.718
54 H 3.114 2.019 0.550
55 H 2.879 4.048 1.969
56 H 1.402 3.927 3.995
57 Br -6.657 -1.922 -0.894
58 C -4.827 -1.620 -1.293
59 C -4.485 -0.632 -2.202
60 N -3.220 -0.366 -2.515
61 C -2.271 -1.072 -1.906
62 C -2.522 -2.074 -0.979
63 C -3.842 -2.363 -0.672
64 C -1.403 -2.811 -0.265
65 O -1.719 -3.617 0.608
66 O -0.219 -2.466 -0.595
67 H -5.251 -0.042 -2.691
68 H -1.245 -0.834 -2.160
69 H -4.062 -3.136 0.052
70 O -1.671 4.554 -0.148
71 S -1.476 3.691 0.988
72 O -1.036 4.302 2.216
73 N -0.520 2.436 0.589
74 C -1.167 1.289 0.670
75 O -0.696 0.152 0.425
76 C -2.599 1.416 1.107
77 C -3.522 0.406 1.309
78 C -4.808 0.770 1.689
79 C -5.147 2.109 1.869
80 C -4.209 3.119 1.683
81 C -2.940 2.737 1.301
82 H -3.236 -0.628 1.170
83 H -5.558 0.004 1.842
84 H -6.156 2.368 2.162
85 H -4.463 4.160 1.830

***

Which structure wins on stability? arrangement ii wins.

***

Arrangement i

Formula: C2H8N3O2
Source: the OMol25 dataset
Level of theory: wB97M-V/def2-TZVPD

**Net charge**: +1
**E_HOMO (spin up / spin down)**: -13.22 / -14.40 eV
**Frontier orbital gap (spin up / spin down)**: 6.81 / 8.86 eV
**LUMO energy (spin up / spin down)**: -6.410 / -5.534 eV

Geometry (Å):
1 C 1.766 0.857 0.250
2 C 0.335 -0.981 -0.162
3 N 0.346 0.434 0.115
4 N -2.732 0.386 0.290
5 N -0.639 1.110 0.235
6 O -2.563 -0.682 0.849
7 O -3.610 0.458 -0.772
8 H 2.275 0.516 -0.529
9 H 1.759 1.999 0.367
10 H 2.018 0.600 1.284
11 H -0.100 -1.626 0.669
12 H -0.265 -1.015 -1.019
13 H 1.313 -1.448 -0.377
14 H -2.487 1.290 0.892
15 H -4.159 -0.357 -0.752

***

Arrangement ii

Formula: C2H8N3O2
Source: the OMol25 dataset
Level of theory: wB97M-V/def2-TZVPD

**Net charge**: +1
**E_HOMO**: -15.13 eV
**Frontier orbital gap**: 9.67 eV
**LUMO energy**: -5.460 eV

Geometry (Å):
1 C -2.133 0.157 0.300
2 C -1.367 -1.190 0.077
3 N 2.122 -1.085 -0.077
4 N -0.157 -0.905 -0.530
5 N 0.965 -0.779 -0.264
6 O 3.236 -0.396 0.062
7 O 1.360 1.608 -0.422
8 H -2.117 0.607 -0.725
9 H -3.160 -0.035 0.631
10 H -1.610 0.509 1.151
11 H -1.164 -1.554 1.205
12 H -2.061 -1.773 -0.599
13 H 2.135 1.985 -0.850
14 H 3.154 0.557 0.330
15 H 0.797 2.293 -0.287

***

Arrangement iii

Formula: C2H8N3O2
Source: the OMol25 dataset
Level of theory: wB97M-V/def2-TZVPD

**Net charge**: +1
**E_HOMO (spin up / spin down)**: -13.72 / -15.11 eV
**Frontier orbital gap (spin up / spin down)**: 6.27 / 9.42 eV
**LUMO energy (spin up / spin down)**: -7.449 / -5.686 eV

Geometry (Å):
1 C 2.551 -0.120 0.416
2 C 1.364 0.519 -0.223
3 N 0.335 -0.525 -0.424
4 N -3.601 -0.884 0.133
5 N -0.868 -0.260 -0.268
6 O -3.555 0.404 0.153
7 O -1.278 0.784 0.122
8 H 2.942 -0.928 -0.183
9 H 3.336 0.562 0.380
10 H 2.593 -0.197 1.488
11 H 0.969 1.206 0.459
12 H 1.778 0.979 -1.256
13 H 0.503 -1.414 -0.841
14 H -3.187 -1.063 -0.805
15 H -3.882 0.938 0.851

***

Which structure wins on stability? arrangement ii wins.

***

Arrangement i

Formula: C8H19NO
Source: the OMol25 dataset
Level of theory: wB97M-V/def2-TZVPD

**Structure (SMILES)**: COC(C)(C)N(C)C(C)C
**E_HOMO**: -8.75 eV
**Frontier orbital gap**: 9.60 eV
**LUMO energy**: 0.851 eV

Geometry (Å):
1 C 2.254 -1.512 -1.450
2 O 0.927 -1.254 -1.814
3 C 0.040 0.032 -1.032
4 C 0.811 1.295 -1.402
5 C -1.303 -0.024 -1.749
6 N 0.153 -0.449 0.273
7 C -0.474 -1.722 0.594
8 C -0.571 0.889 1.160
9 C -1.828 0.510 1.924
10 C 0.558 1.307 2.083
11 H 2.841 -0.600 -1.260
12 H 2.320 -2.148 -0.554
13 H 2.758 -2.053 -2.264
14 H 0.206 2.202 -1.330
15 H 1.712 1.415 -0.798
16 H 1.135 1.199 -2.443
17 H -1.875 0.899 -1.622
18 H -1.102 -0.163 -2.816
19 H -1.932 -0.866 -1.458
20 H 0.042 -2.533 0.077
21 H -1.535 -1.793 0.338
22 H -0.361 -1.914 1.665
23 H -0.835 1.722 0.506
24 H -2.175 1.367 2.516
25 H -2.642 0.237 1.248
26 H -1.653 -0.310 2.626
27 H 0.236 2.133 2.731
28 H 1.428 1.650 1.521
29 H 0.865 0.482 2.732

***

Arrangement ii

Formula: C8H19NO
Source: the OMol25 dataset
Level of theory: wB97M-V/def2-TZVPD

**Structure (SMILES)**: CCC(C)=O.C=CC.CN
**E_HOMO**: -8.78 eV
**Frontier orbital gap**: 9.70 eV
**LUMO energy**: 0.915 eV

Geometry (Å):
1 C -0.350 -1.976 -1.274
2 C -0.984 -2.347 0.060
3 C -0.301 -1.674 1.229
4 C -1.079 -1.703 2.518
5 O 0.797 -1.158 1.138
6 H -0.362 -0.895 -1.396
7 H -0.897 -2.432 -2.095
8 H 0.684 -2.314 -1.311
9 H -0.911 -3.424 0.226
10 H -2.042 -2.087 0.070
11 H -0.541 -1.166 3.295
12 H -1.210 -2.736 2.831
13 H -2.061 -1.259 2.374
14 C -1.843 1.320 0.403
15 C -0.984 2.074 -0.251
16 C -0.037 3.033 0.379
17 H -2.534 0.660 -0.097
18 H -1.910 1.349 1.481
19 H -0.960 2.044 -1.333
20 H 0.978 2.754 0.085
21 H -0.114 3.011 1.460
22 H -0.231 4.047 0.031
23 C 2.375 0.665 -1.974
24 N 2.303 1.038 -0.571
25 H 2.882 1.460 -2.521
26 H 2.918 -0.272 -2.163
27 H 1.367 0.557 -2.369
28 H 1.808 0.329 -0.042
29 H 3.238 1.101 -0.183

***

Which structure wins on stability? arrangement ii wins.

***

Arrangement i

Formula: C8H19NO
Source: the OMol25 dataset
Level of theory: wB97M-V/def2-TZVPD

**E_HOMO**: -9.14 eV
**Frontier orbital gap**: 9.99 eV
**LUMO energy**: 0.856 eV

Geometry (Å):
1 C 1.707 0.262 -0.787
2 C 1.372 1.749 -0.694
3 C 3.210 0.035 -0.586
4 C 0.927 -0.545 0.269
5 N 0.913 -1.947 0.047
6 O 1.004 -0.179 1.493
7 H 1.421 -0.112 -1.777
8 H 1.227 -2.275 -0.853
9 H 1.180 -2.488 0.855
10 H 0.341 1.945 -0.980
11 H 3.511 0.399 0.396
12 H 2.011 2.325 -1.364
13 H 1.526 2.097 0.327
14 H 3.782 0.567 -1.347
15 H 3.470 -1.022 -0.651
16 C -1.773 -0.063 0.362
17 C -2.320 -1.421 -0.029
18 C -2.304 1.077 -0.483
19 C -1.627 0.190 1.786
20 H -0.475 -0.201 -0.011
21 H -1.768 1.225 2.092
22 H -3.385 -1.469 0.212
23 H -1.793 -2.213 0.502
24 H -2.205 -1.603 -1.099
25 H -1.862 2.029 -0.193
26 H -3.382 1.165 -0.332
27 H -2.134 0.906 -1.546
28 H -2.170 -0.494 2.437
29 H -0.402 0.060 1.952

***

Arrangement ii

Formula: C8H19NO
Source: the OMol25 dataset
Level of theory: wB97M-V/def2-TZVPD

**Structure (SMILES)**: CCC(C)(C)[C@@](C)(O)CN
**E_HOMO**: -8.66 eV
**Frontier orbital gap**: 9.41 eV
**LUMO energy**: 0.757 eV

Geometry (Å):
1 C 2.788 -0.054 -0.303
2 C 1.618 -0.969 -0.595
3 C -0.038 -0.593 -0.245
4 C -0.525 -1.647 0.764
5 C -0.729 -0.867 -1.598
6 C -0.226 0.846 0.272
7 C 0.589 1.256 1.506
8 O 0.011 1.805 -0.748
9 C -1.863 1.130 0.740
10 N -3.017 0.832 -0.082
11 H 2.953 0.108 0.764
12 H 3.719 -0.491 -0.688
13 H 2.693 0.895 -0.841
14 H 1.680 -1.189 -1.668
15 H 1.854 -1.943 -0.146
16 H -1.611 -1.609 0.903
17 H -0.045 -1.540 1.738
18 H -0.321 -2.658 0.395
19 H -0.284 -0.309 -2.428
20 H -1.794 -0.655 -1.678
21 H -0.684 -1.916 -1.916
22 H 1.040 0.434 2.066
23 H 1.385 1.965 1.271
24 H -0.005 1.760 2.276
25 H 0.779 1.551 -1.275
26 H -1.902 2.219 0.859
27 H -2.011 0.719 1.742
28 H -2.805 1.076 -1.048
29 H -3.248 -0.154 -0.037

***

Which structure wins on stability? arrangement ii wins.

***

Arrangement i

Formula: C3H9N
Source: the OMol25 dataset
Level of theory: wB97M-V/def2-TZVPD

**E_HOMO**: -7.54 eV
**Frontier orbital gap**: 7.27 eV
**LUMO energy**: -0.266 eV

Geometry (Å):
1 C 1.263 -0.142 -0.405
2 C 0.240 0.449 -1.156
3 C -0.750 1.228 -0.377
4 N -0.412 -1.156 1.396
5 H 1.887 -0.771 -1.016
6 H 0.515 -0.772 0.585
7 H 1.805 0.534 0.256
8 H 0.212 0.714 -2.222
9 H -0.856 0.021 -0.611
10 H -1.828 1.348 -0.311
11 H -0.264 1.503 0.556
12 H -1.339 -1.337 1.009
13 H -0.473 -1.619 2.294

***

Arrangement ii

Formula: C3H9N
Source: the OMol25 dataset
Level of theory: wB97M-V/def2-TZVPD

**Structure (SMILES)**: C=CN.C
**E_HOMO**: -8.13 eV
**Frontier orbital gap**: 9.16 eV
**LUMO energy**: 1.022 eV

Geometry (Å):
1 C 0.348 2.328 -1.760
2 C 1.131 1.340 -1.307
3 N 1.833 0.414 -2.076
4 H 0.582 2.871 -2.679
5 H -0.507 2.723 -1.236
6 H 0.980 1.100 -0.258
7 H 1.559 0.241 -3.028
8 H 1.885 -0.441 -1.528
9 C -2.626 -3.118 4.137
10 H -2.017 -2.640 3.376
11 H -2.569 -2.412 4.962
12 H -3.671 -3.307 3.900
13 H -2.267 -4.085 4.471

***

Which structure wins on stability? arrangement ii wins.

***

Arrangement i

Formula: C4H3N
Source: the OMol25 dataset
Level of theory: wB97M-V/def2-TZVPD

**E_HOMO**: -9.37 eV
**Frontier orbital gap**: 9.32 eV
**LUMO energy**: -0.049 eV

Geometry (Å):
1 C -1.394 -0.460 -1.531
2 C -0.452 -0.228 -0.818
3 C 0.679 0.093 0.014
4 C 0.596 0.000 1.429
5 N 0.525 -0.024 2.585
6 H -2.240 -0.678 -2.152
7 H 0.619 1.293 0.919
8 H 1.666 0.003 -0.445

***

Arrangement ii

Formula: C4H3N
Source: the OMol25 dataset
Level of theory: wB97M-V/def2-TZVPD

**E_HOMO**: -9.20 eV
**Frontier orbital gap**: 7.58 eV
**LUMO energy**: -1.612 eV

Geometry (Å):
1 C -0.409 1.321 0.014
2 C 0.641 0.675 -0.520
3 C -0.492 -1.320 0.193
4 C -1.132 -0.467 0.982
5 N 0.591 -0.634 -0.275
6 H -0.232 1.983 0.714
7 H 1.498 0.916 -1.173
8 H -0.465 -2.475 0.066

***

Which structure wins on stability? arrangement i wins.